No. 1
Molecular formula: C6H3F5O
Method: DFT, ωB97M-V/def2-TZVPD

Geometry as XYZ:
```
15
Properties=species:S:1:pos:R:3:forces:R:3:lowdin_charge:R:1
F -1.0301 -0.9903 2.3958 -0.1 0.0 0.1 0.13
F -0.3534 1.5689 1.3035 -0.2 -2.6 -1.3 0.08
F 0.5194 1.4788 -1.2767 -1.0 -0.7 0.1 0.09
F 0.2501 -0.6999 -2.8893 -0.7 0.3 1.3 0.08
F -1.1961 -3.1720 0.9062 -0.1 1.1 -0.7 0.07
O 2.0747 3.2669 0.5886 -0.2 -0.3 1.1 -0.09
C -0.8422 -0.8725 1.0860 0.1 2.1 0.3 -0.15
C -0.1630 0.3980 -0.8045 1.6 1.5 -0.4 -0.13
C -0.4724 0.3975 0.5478 -0.4 -0.3 0.7 -0.05
C -0.2469 -0.7282 -1.6150 0.1 -1.3 -0.3 -0.17
C -0.6830 -1.9552 -1.0933 0.1 0.7 0.2 0.09
C -0.9739 -1.9752 0.2762 0.6 -1.3 -0.3 -0.19
H 1.3908 3.6516 1.1823 0.7 -0.5 -0.6 0.04
H -0.7116 -2.8709 -1.6985 0.0 0.6 0.3 0.15
H 2.4377 2.5026 1.0909 -0.4 0.9 -0.5 0.05
```
Positions in Å, forces in eV/Å.

Electronic energy (a.u.): -804.95357
Relative energy (zero: lowest compared OMol25 entry of this formula, charge and spin) (kJ/mol): 1.93
HOMO energy (hartree): -0.3678
LUMO level (eV): 0.077



No. 2
Molecular formula: C21H38F10GaN6O7
Method: DFT, ωB97M-V/def2-TZVPD

Geometry as XYZ:
```
83
Properties=species:S:1:pos:R:3:forces:R:3:lowdin_charge:R:1
Ga 3.0203 0.7632 0.7035 0.0 0.6 -0.8 0.53
F -2.0207 -0.4931 1.4886 0.1 -0.1 0.2 0.17
F -0.2026 -0.2636 3.4167 0.3 -0.2 -0.2 0.10
F 0.7417 -2.6655 1.5149 -0.2 0.3 -0.1 0.14
F 5.3414 -3.6048 0.5177 0.0 -0.1 -0.3 0.12
F 0.2785 1.4738 1.3389 0.1 -0.1 0.3 0.00
F 1.6483 1.5669 3.0858 -0.3 -0.1 -0.3 0.00
F 1.7760 -1.1535 3.1395 -0.3 0.2 -0.3 0.11
F -1.7400 -2.3099 0.3672 0.0 0.0 0.1 0.15
F 0.4442 -0.9839 0.1398 0.0 0.0 0.4 0.14
F -1.7019 -2.3878 2.5206 0.1 0.2 0.1 0.18
O -9.9397 -0.3698 2.1695 0.0 0.0 0.0 0.02
O 0.0314 3.7714 -1.2615 -0.1 0.1 0.0 0.05
O 6.5632 2.0304 1.2818 0.2 0.2 0.1 0.02
O 3.4421 -1.9254 -0.3375 0.2 0.0 0.1 -0.02
O 4.7551 -1.8960 -5.0131 0.0 0.0 -0.1 0.03
O 5.2809 -3.4401 2.7053 0.1 -0.1 0.0 0.12
O -5.1887 1.4810 -0.5088 0.0 0.1 0.0 0.02
N -9.2991 1.7027 1.6049 0.1 0.1 0.1 0.00
N -1.7787 4.1336 -2.5398 -0.1 0.0 0.0 0.00
N 4.8972 -1.5827 1.4166 -0.4 -0.2 0.2 0.11
N 5.5399 -3.9398 -4.5401 -0.1 -0.1 0.1 -0.01
N 8.0626 0.3777 1.1261 0.1 0.0 0.0 0.01
N -6.7805 -0.0589 -0.8164 0.0 -0.1 0.0 0.01
C 0.7864 -0.4851 2.4838 -0.1 0.1 0.3 -0.37
C 4.6601 -2.9100 -4.3449 0.0 0.0 0.1 -0.55
C 3.8083 -1.1513 0.5137 -0.3 0.0 -0.3 -0.43
C -2.0626 2.9412 -0.4216 0.1 0.0 0.1 0.00
C 1.3478 0.8317 1.9399 0.3 -0.2 0.3 -0.45
C 8.8366 2.7077 0.9435 0.0 0.0 0.0 -0.02
C 0.1881 -1.4297 1.3822 0.2 -0.4 0.2 -0.33
C -9.2959 0.6308 2.4411 0.0 0.0 0.0 -0.56
C 7.7212 1.7011 1.1345 0.0 -0.2 -0.1 -0.55
C -5.4853 0.3000 -0.6051 0.0 0.0 0.0 -0.54
C -8.4641 0.7349 3.6976 0.0 0.0 0.0 -0.01
C -7.3423 -1.3895 -0.9477 -0.1 0.2 0.1 -0.07
C -1.1654 3.6397 -1.4169 0.0 -0.1 0.0 -0.54
C 3.6048 -3.1115 -3.2864 0.0 0.1 -0.1 -0.01
C -8.5916 2.9627 1.7509 -0.1 -0.1 -0.2 -0.07
C 5.5943 -5.2095 -3.8466 0.2 0.1 -0.2 -0.09
C -3.1809 4.0610 -2.8912 0.2 0.1 -0.1 -0.09
C -1.3492 -1.6461 1.4742 -0.1 0.0 -0.6 -0.54
C -4.4647 -0.8073 -0.4959 -0.1 0.1 -0.1 -0.01
C 5.1530 -2.9127 1.6413 0.2 0.2 0.4 -0.58
C 9.3728 -0.2121 0.9633 -0.2 -0.1 0.0 -0.09
H 9.3309 2.5630 -0.0183 0.1 0.0 0.0 0.08
H 9.6337 -0.8162 1.8355 0.1 0.0 0.0 0.08
H 2.9798 -3.9702 -3.5407 0.0 0.0 0.1 0.08
H -8.5637 -0.1933 4.2506 0.0 0.0 0.0 0.08
H 6.2223 -3.7565 -5.2571 0.0 0.0 0.0 0.13
H 6.5552 -5.3306 -3.3416 0.0 0.0 0.1 0.08
H -3.3139 3.5245 -3.8344 -0.1 0.0 0.0 0.08
H -9.2988 3.7938 1.7703 0.0 0.0 0.1 0.08
H -4.7020 -1.4725 0.3347 0.0 -0.1 0.0 0.09
H 7.2711 -0.2392 1.2416 0.0 0.0 -0.1 0.12
H 2.5047 1.1673 -0.7471 -0.1 -0.3 0.1 -0.06
H 9.5787 2.6225 1.7390 0.0 0.0 0.0 0.08
H -3.4899 -0.3707 -0.3311 0.0 0.1 0.0 0.06
H 4.0568 -3.2731 -2.3082 -0.1 0.0 0.0 0.07
H -7.9032 3.1127 0.9177 0.1 0.0 0.1 0.08
H 2.9836 -2.2245 -3.2263 0.0 0.1 0.0 0.09
H 4.8087 -5.2665 -3.1017 0.0 0.0 0.0 0.07
H 10.1261 0.5599 0.8435 0.0 0.0 0.0 0.06
H 8.4015 3.7015 0.9704 -0.1 0.0 0.0 0.08
H -2.5619 2.0898 -0.8818 -0.1 0.0 0.0 0.07
H -3.7387 3.5387 -2.1198 0.0 0.0 0.0 0.06
H 9.3962 -0.8566 0.0816 0.1 0.0 0.0 0.08
H -7.4044 0.7294 -0.8744 0.0 0.0 0.0 0.12
H -8.8076 1.5593 4.3233 0.1 0.0 0.0 0.08
H -6.5633 -2.1392 -0.8628 0.0 0.0 0.0 0.07
H -1.4696 2.5827 0.4121 0.1 0.1 0.0 0.06
H -8.0194 2.9732 2.6714 0.0 0.0 0.0 0.07
H -9.8692 1.5679 0.7854 0.0 0.0 0.0 0.13
H -4.4373 -1.3878 -1.4193 0.0 -0.1 0.0 0.09
H -1.1459 4.5903 -3.1759 0.0 0.0 0.0 0.13
H 4.0864 1.8051 1.1510 0.0 -0.1 0.5 -0.07
H -3.6022 5.0636 -3.0055 -0.1 0.0 0.0 0.08
H -8.0851 -1.5666 -0.1673 0.0 -0.1 0.0 0.08
H -7.4128 0.8912 3.4534 0.0 0.1 0.0 0.09
H 4.7974 -1.1327 2.3194 0.1 0.2 -0.1 0.12
H -7.8293 -1.5025 -1.9183 0.0 -0.1 0.0 0.08
H -2.8246 3.6273 -0.0497 -0.1 -0.1 0.0 0.09
H 5.4680 -6.0371 -4.5494 0.0 0.0 0.1 0.08
```
Positions in Å, forces in eV/Å.

Total charge: -1
Electronic energy (a.u.): -4601.79305
HOMO energy (hartree): -0.2023
LUMO level (eV): 1.964



No. 3
Molecular formula: C6H16N2O
Method: DFT, ωB97M-V/def2-TZVPD

Geometry as XYZ:
```
25
Properties=species:S:1:pos:R:3:forces:R:3:lowdin_charge:R:1
O 1.6590 -0.7777 0.9263 -1.4 -0.4 -0.2 -0.14
N 1.1022 0.5012 -2.4333 0.6 0.0 0.3 0.01
N 1.4806 -0.3012 -1.2990 0.5 -0.1 0.9 -0.04
C 0.2772 1.7101 0.7153 0.0 -0.2 0.0 -0.05
C -0.4614 0.3671 0.6149 0.1 0.2 -0.2 -0.53
C -1.0138 0.0436 2.0167 0.1 -0.1 -0.2 -0.04
C -1.6213 0.4652 -0.3841 0.2 0.0 0.2 -0.05
C 0.5397 -0.7678 0.2608 1.0 -0.1 1.6 -0.51
C -0.0958 -2.1048 -0.0884 0.2 0.1 -0.4 -0.02
H -2.2364 1.3353 -0.1477 0.0 0.0 0.0 0.08
H 0.6243 2.0681 -0.2541 0.0 0.0 0.0 0.06
H 0.6874 -2.8570 -0.1772 0.0 0.0 0.0 0.09
H -0.7779 -2.4256 0.6945 0.0 0.1 0.1 0.08
H -0.6516 -2.0396 -1.0236 -0.1 -0.1 0.0 0.08
H 0.8971 1.4346 -2.0928 0.0 -0.1 0.0 0.05
H -1.2597 0.5641 -1.4061 0.0 0.0 -0.1 0.07
H -2.2634 -0.4139 -0.3368 0.0 0.0 0.0 0.08
H 2.2214 -0.1520 -0.4370 -1.0 0.6 -2.1 0.17
H -0.1961 -0.0774 2.7260 0.0 0.0 0.0 0.09
H -1.6661 0.8514 2.3524 0.0 0.1 0.0 0.09
H -0.3872 2.4738 1.1207 0.0 0.0 0.0 0.08
H 1.8934 0.5772 -3.0709 -0.1 0.1 0.1 0.08
H 1.1415 1.6150 1.3705 0.0 0.0 0.0 0.09
H 1.7164 -1.2206 -1.6646 -0.1 0.0 0.0 0.11
H -1.6093 -0.8693 2.0173 0.0 0.0 0.0 0.08
```
Positions in Å, forces in eV/Å.

Electronic energy (a.u.): -422.87705
Relative energy (zero: lowest compared OMol25 entry of this formula, charge and spin) (kJ/mol): 287.93
HOMO energy (hartree): -0.3184
LUMO level (eV): 0.787



No. 4
Molecular formula: C16H19Br2CdF3N4O4S2
Method: DFT, ωB97M-V/def2-TZVPD

Geometry as XYZ:
```
51
Properties=species:S:1:pos:R:3:forces:R:3:lowdin_charge:R:1
Cd 0.5374 0.5136 0.0467 0.4 -1.4 -0.3 1.36
Br 5.6215 -0.6752 0.2495 0.7 0.0 -0.6 0.82
Br 5.0489 0.8886 5.6752 0.3 -0.1 -0.5 0.75
S 1.4481 2.8673 -1.2356 -0.2 0.3 0.0 0.57
S -3.0176 0.8024 -0.6920 -0.6 -1.1 -1.2 0.94
F -1.5518 -3.7121 0.5187 1.2 -0.1 -0.9 0.07
F 0.0831 -4.9230 -0.3693 -0.6 0.8 0.1 0.12
F -1.7368 -4.4782 -1.5047 1.2 0.8 0.7 0.07
O 0.4187 -2.0112 -0.2197 -0.2 0.8 -0.3 -0.08
O -1.7169 0.0714 -0.9779 0.3 0.4 0.9 -0.63
O 2.6928 -0.4441 0.2482 -0.4 1.3 0.9 -0.24
O -0.0472 -2.5180 -2.3835 0.4 0.6 -0.9 0.04
N 0.9505 0.5906 2.3856 1.3 0.1 -1.3 0.01
N 1.4685 0.1427 -2.1109 -1.2 -0.8 0.1 -0.05
N 1.4259 3.1754 -3.8897 -0.2 -3.0 -1.2 0.10
N 1.0454 1.0258 -3.1016 0.5 1.1 -0.4 -0.06
C 1.2869 2.3417 -2.8361 -0.4 -0.9 0.2 -0.87
C 3.1620 -0.0901 1.4003 -0.1 -1.1 -0.9 -0.44
C -4.1420 -0.2366 0.3280 0.3 1.1 1.0 -0.40
C -0.8020 -3.9220 -0.6249 -1.6 -1.9 -0.3 -0.44
C 2.0834 0.7229 4.9573 -1.1 0.5 -1.1 -0.04
C 2.2964 0.2971 2.5009 0.6 0.4 2.7 -0.12
C 0.8004 1.2150 4.6905 0.6 -0.4 1.4 -0.05
C 2.9138 0.4110 3.8417 -0.7 0.2 -0.8 -0.18
C 5.1108 0.2786 2.8598 0.0 0.2 0.2 -0.18
C -3.8886 -1.7215 0.3747 0.5 -0.5 -3.1 -0.12
C -0.0666 -2.6615 -1.1759 -0.5 -0.3 1.7 -0.65
C 4.3241 0.4130 3.9603 -0.8 0.2 0.6 -0.62
C 4.5612 -0.1279 1.6554 -1.7 0.5 0.2 -0.65
C -4.0002 0.4647 -2.2120 0.6 2.4 -0.3 -0.36
C -3.2447 1.0008 -3.4485 0.2 -0.9 0.7 -0.12
C 0.2910 1.1209 3.3978 -0.1 -0.1 -0.3 -0.17
H -5.1571 0.0426 -0.0416 0.7 -0.3 0.4 0.09
H 1.3357 4.1330 -3.7486 -0.1 1.7 0.1 0.07
H 1.2711 -0.8627 -2.2569 -0.2 0.5 -0.3 0.09
H 6.1165 0.6322 2.9038 0.8 -0.5 0.1 0.10
H -2.9299 -2.0551 0.7117 0.7 0.5 0.4 0.05
H 0.8962 0.7126 -4.0597 0.3 -0.1 0.4 0.16
H -4.9357 0.9977 -2.0111 0.0 -0.2 -0.3 0.09
H -3.4427 2.0316 -3.6341 -0.6 0.7 -0.3 0.06
H -3.9740 0.2537 1.3084 -0.5 -0.5 -0.2 0.08
H -3.9098 -2.1697 -0.6978 -0.3 0.6 1.7 0.12
H 0.1633 1.6504 5.4975 0.6 -0.6 -0.8 0.12
H -4.5886 -2.2207 0.9921 -1.0 -0.4 0.4 0.07
H 2.3997 0.3580 -1.8266 1.0 -0.3 0.1 0.05
H -4.1563 -0.5711 -2.2543 -0.2 -1.5 0.0 0.06
H -2.1980 0.9963 -3.1522 0.4 -0.4 -0.5 0.04
H -3.4041 0.3794 -4.3477 0.1 0.4 0.5 0.09
H 2.4931 0.6426 5.9622 -0.2 0.3 -0.3 0.06
H -0.7110 1.4824 3.1871 0.0 -0.1 0.0 0.10
H 1.3754 2.7447 -4.8404 0.1 1.0 1.3 0.14
```
Positions in Å, forces in eV/Å.

Electronic energy (a.u.): -7552.81125
Relative energy (zero: lowest compared OMol25 entry of this formula, charge and spin) (kJ/mol): 142.66
HOMO energy (hartree): -0.2617
LUMO level (eV): -0.289



No. 5
Molecular formula: C13H26Br10Cl6
Method: DFT, ωB97M-V/def2-TZVPD

Geometry as XYZ:
```
55
Properties=species:S:1:pos:R:3:forces:R:3:lowdin_charge:R:1
Br 1.1917 -0.5070 -1.8603 -0.7 0.6 0.0 0.74
Br 0.8993 0.9566 -7.9574 -0.2 0.3 0.4 0.62
Br -3.2199 -1.7969 1.4573 0.0 -0.7 -0.4 0.81
Br -1.4086 -1.9316 6.2965 0.0 0.9 -0.7 0.60
Br 5.6833 1.5396 5.2339 0.1 -0.2 -0.2 0.68
Br 0.6347 -1.7640 3.3700 0.3 0.4 -0.1 0.64
Br -1.6363 -5.3548 -1.3649 -0.7 1.4 0.4 0.66
Br -1.6499 1.4664 1.1416 0.0 -1.3 0.4 0.85
Br 2.0413 2.3280 2.5655 0.3 -0.3 1.1 0.63
Br -1.3352 2.3212 -4.0681 0.1 0.0 0.0 0.65
Cl 1.5126 3.7430 -1.0091 -0.9 0.5 0.0 0.51
Cl 3.7060 -4.1117 -1.2706 -0.4 -0.1 0.2 0.55
Cl -6.6127 1.5012 -0.6961 0.2 0.1 0.2 0.53
Cl -4.0820 0.2604 -1.4938 -0.3 1.2 -0.2 0.42
Cl 3.8669 3.2348 -2.6724 -0.6 -0.7 1.2 0.49
Cl 1.3829 -3.5080 0.5050 0.2 -0.5 -0.6 0.46
C 1.9520 -3.9871 -1.1300 -0.5 0.8 -1.1 -1.04
C -2.6826 -3.7156 -0.8297 0.1 0.0 0.7 -0.58
C -2.4456 -3.5032 0.6969 0.3 -0.5 -0.8 -0.55
C 4.5157 1.3882 3.6993 -1.2 0.4 0.1 -0.71
C 2.9622 2.7854 -1.1518 0.6 0.2 -0.1 -1.01
C -0.0491 -0.2124 4.3409 0.2 -0.3 0.3 -0.68
C -0.3149 0.1959 0.3687 0.3 0.7 -1.4 -0.62
C -4.9163 1.8474 -1.0497 -0.2 -0.8 0.3 -0.93
C 0.5314 1.5510 -6.1291 -0.9 -0.8 0.6 -0.69
C -0.9023 2.1004 -5.9594 0.7 0.6 -0.7 -0.66
C -0.3466 0.5059 -1.1291 0.0 -0.6 -0.5 -0.69
C -1.4327 -0.5804 4.8130 0.0 -0.4 0.5 -0.67
C 3.0990 1.7922 4.2024 1.2 -0.3 -0.5 -0.60
H -1.9628 0.3174 5.1309 -0.1 -0.3 0.3 0.07
H -1.6875 1.4673 -6.3725 0.4 -0.2 0.1 0.05
H 3.5533 3.0321 -0.2698 0.3 -0.1 -0.4 0.01
H -1.9628 -1.1088 4.0206 -0.1 0.3 0.2 -0.03
H -2.4709 -2.8367 -1.4386 0.7 -0.3 0.0 0.05
H 1.3555 2.1870 -5.8059 -0.4 0.3 -0.2 0.06
H 0.6432 0.4368 0.8293 -0.2 0.2 0.1 0.00
H -0.3408 1.5370 -1.4826 1.0 0.2 0.7 -0.02
H -0.5403 -0.8520 0.5669 -0.3 0.4 0.3 0.01
H 0.6556 0.0296 5.1365 -0.2 -0.4 0.2 0.05
H -1.2474 0.1961 -1.6590 0.0 -0.8 0.4 0.00
H 2.6205 1.7523 -1.0865 0.6 0.0 -0.6 -0.04
H -2.8321 -4.3876 1.2035 -0.7 0.5 0.5 0.08
H -4.3847 2.1732 -0.1557 -0.3 0.1 -0.2 -0.01
H -4.9315 2.6078 -1.8306 0.5 -0.5 -0.2 0.04
H -3.7226 -3.9488 -1.0581 0.1 -0.2 0.3 0.06
H 3.1456 2.6082 4.9235 -0.2 0.3 -0.6 0.05
H 4.8773 2.0427 2.9062 0.0 0.0 0.3 0.04
H 0.5421 0.6533 -5.5109 0.4 -0.1 -0.2 0.03
H 1.6121 -3.2046 -1.8084 0.4 0.4 0.4 -0.06
H 2.7074 0.9214 4.7283 -0.6 0.1 -0.4 0.04
H 1.4278 -4.8174 -1.6033 0.3 -0.7 1.1 0.01
H -0.0241 0.6750 3.7085 -0.3 -0.3 -0.4 -0.01
H -1.0051 3.0924 -6.3993 0.0 -0.1 0.1 0.06
H -1.4204 -3.4794 1.0663 0.2 0.4 -0.6 0.00
H 4.4483 0.3609 3.3411 0.4 0.1 0.1 0.06
```
Positions in Å, forces in eV/Å.

Total charge: +1
Electronic energy (a.u.): -29011.83200
2S+1: 2
HOMO energy (spin up / spin down) (hartree): -0.4485 / -0.4485
LUMO level (spin up / spin down) (eV): -3.363 / -9.485



No. 6
Molecular formula: C18H19F3O4S
Method: DFT, ωB97M-V/def2-TZVPD

Geometry as XYZ:
```
45
Properties=species:S:1:pos:R:3:forces:R:3:lowdin_charge:R:1
S 3.3606 0.8140 0.0711 -1.2 -0.8 1.9 0.72
F 2.4596 3.3046 0.5170 0.7 -0.2 0.0 0.10
F 3.9232 2.5512 1.9783 -0.2 0.3 -1.1 0.11
F 4.5819 3.1773 -0.0230 -0.5 -0.2 0.3 0.13
O -4.9090 0.0953 -0.2042 0.8 1.0 -0.2 -0.06
O 3.0735 0.8798 -1.3527 0.6 0.2 -0.1 -0.35
O 0.6911 2.5637 -1.9930 -1.1 -0.7 0.2 -0.06
O 4.5484 0.1089 0.5139 0.0 0.5 -0.8 -0.31
C 0.2224 1.3497 -1.9672 0.1 0.3 -0.1 -0.01
C 1.8849 -3.3398 0.7500 -0.5 -0.3 0.4 -0.06
C -5.6454 1.0389 0.6117 0.1 -0.4 -0.3 -0.05
C 0.3964 -5.1005 1.7708 0.0 -0.4 0.0 -0.08
C 3.5952 2.5807 0.6637 0.0 -0.3 0.4 -0.63
C -3.1782 1.8168 -0.4655 -0.5 -0.5 0.1 0.00
C 1.6601 -0.9700 1.2853 -0.1 -1.2 0.2 -0.31
C 1.9701 0.3832 1.0135 0.3 1.3 -0.6 -0.23
C 1.6619 3.0052 -2.9583 0.6 -0.2 0.0 0.00
C 0.2960 -2.6609 2.4330 0.2 0.0 -0.1 -0.07
C 2.2965 -2.0317 0.5782 -0.2 0.2 0.3 -0.06
C -2.9504 -0.4578 -1.4005 -0.6 0.3 0.3 0.02
C -1.8900 2.1040 -0.8591 0.0 -0.3 -0.4 0.02
C 0.6851 -1.3383 2.2759 0.7 0.2 -0.8 -0.05
C -1.1056 1.1116 -1.5132 0.1 0.2 0.3 -0.18
C -3.7061 0.5108 -0.6871 0.2 -0.2 0.2 -0.23
C 0.8652 -3.6833 1.6566 0.1 0.6 -0.1 -0.31
C -1.6729 -0.1554 -1.7997 0.2 0.4 0.2 0.00
H -5.0622 1.3752 1.4797 -0.1 -0.2 -0.3 0.10
H 0.9440 -5.7162 1.0497 -0.1 -0.1 0.2 0.07
H -0.4596 -2.9159 3.1826 0.2 0.1 -0.2 0.11
H 1.3123 2.7670 -3.9719 0.1 0.1 0.3 0.11
H 1.7141 4.0821 -2.7963 0.1 -0.2 -0.2 0.11
H -3.8077 2.5669 0.0263 0.5 -0.3 -0.2 0.11
H -0.6749 -5.2010 1.5509 0.2 0.0 0.0 0.07
H 0.2899 -0.5386 2.8993 -0.1 -0.2 -0.1 0.10
H 1.6124 1.1688 1.6768 0.2 -0.1 -0.2 0.07
H -3.4180 -1.4192 -1.6080 0.2 0.2 0.1 0.13
H -6.5062 0.4631 0.9377 -0.1 0.2 0.1 0.09
H 2.6199 2.5242 -2.7437 -0.1 0.1 -0.1 0.08
H 0.7922 0.5085 -2.4068 -0.1 0.7 0.2 0.16
H 3.1468 -1.8068 -0.0654 -0.3 -0.1 0.0 0.09
H -5.9694 1.9056 0.0209 0.1 -0.2 0.1 0.10
H 0.5582 -5.5266 2.7693 0.0 0.1 -0.1 0.08
H -1.0620 -0.8437 -2.3760 -0.2 -0.2 0.2 0.13
H -1.4906 3.1018 -0.7048 0.1 -0.2 0.1 0.13
H 2.3463 -4.1531 0.1841 0.0 0.3 0.1 0.11
```
Positions in Å, forces in eV/Å.

Electronic energy (a.u.): -1695.88749
Relative energy (zero: lowest compared OMol25 entry of this formula, charge and spin) (kJ/mol): 22.80
HOMO energy (hartree): -0.2096
LUMO level (eV): -1.930